# 1
Entry from the OMol25 dataset: a 7-piece molecular cluster, C26H63F9O26P6S overall in a non-equilibrium geometry (ωB97M-V/def2-TZVPD).

Results
- LUMO (eV) = -0.9
- SMILES = O=C1C[C@H](CCC(F)(F)C(F)(F)S(F)(F)(F)(F)F)CO1.COP(=O)(OC)OC.COP(=O)(OC)OC.COP(=O)(OC)OC.COP(=O)(OC)OC.COP(=O)(OC)OC.COP(=O)(OC)OC
- total charge = 0
- HOMO-LUMO gap (eV) = 8.7
- HOMO energy (eV) = -9.611

Cartesian coordinates (Å):
1 O 1.99 4.87 3.21
2 C 1.91 4.49 2.07
3 C 1.21 3.26 1.52
4 C 1.86 3.13 0.12
5 C 3.00 2.14 -0.10
6 C 3.97 1.98 1.09
7 C 5.44 1.88 0.72
8 F 5.58 1.12 -0.39
9 F 6.03 1.17 1.72
10 C 6.22 3.25 0.66
11 F 7.31 3.16 1.42
12 F 5.48 4.22 1.22
13 S 6.82 3.87 -1.05
14 F 6.15 5.30 -0.85
15 F 8.14 4.47 -0.41
16 F 7.57 2.50 -1.27
17 F 5.49 3.35 -1.74
18 F 7.33 4.34 -2.47
19 C 2.27 4.57 -0.20
20 O 2.52 5.18 1.07
21 H 1.09 2.39 2.15
22 H 0.21 3.65 1.29
23 H 1.04 2.81 -0.52
24 H 3.47 2.42 -1.05
25 H 2.53 1.17 -0.29
26 H 3.81 2.71 1.88
27 H 3.77 1.01 1.54
28 H 1.51 5.12 -0.76
29 H 3.19 4.55 -0.77
30 C 0.14 2.36 9.55
31 O 0.60 1.56 8.45
32 P 1.10 2.23 7.07
33 O 0.56 1.45 5.95
34 O 2.68 1.96 7.26
35 C 3.31 2.08 8.53
36 O 1.26 3.76 6.70
37 C 0.28 4.36 5.82
38 H -0.84 1.99 9.86
39 H 0.83 2.26 10.39
40 H 0.05 3.42 9.29
41 H 3.32 1.11 9.04
42 H 2.82 2.81 9.17
43 H 4.33 2.40 8.36
44 H -0.73 4.02 6.05
45 H 0.53 4.11 4.80
46 H 0.33 5.43 5.96
47 C 1.59 -2.51 1.90
48 O 0.59 -1.49 1.65
49 P -0.57 -1.65 0.47
50 O -0.53 -0.23 0.00
51 O -1.73 -1.85 1.60
52 C -1.61 -2.85 2.61
53 O -1.63 -2.27 -0.61
54 C -1.55 -1.82 -1.97
55 H 2.57 -2.04 1.89
56 H 1.42 -2.95 2.88
57 H 1.58 -3.31 1.16
58 H -1.14 -2.43 3.50
59 H -1.03 -3.72 2.27
60 H -2.61 -3.19 2.86
61 H -0.52 -1.69 -2.29
62 H -2.09 -0.89 -2.10
63 H -2.02 -2.58 -2.59
64 C 2.12 -6.08 -3.29
65 O 1.99 -6.25 -1.86
66 P 0.55 -6.35 -1.17
67 O 0.56 -5.54 0.06
68 O 0.57 -7.92 -0.83
69 C 1.13 -8.88 -1.72
70 O -0.89 -6.35 -1.83
71 C -1.63 -5.11 -1.70
72 H 2.76 -5.22 -3.48
73 H 2.57 -6.97 -3.71
74 H 1.15 -5.90 -3.77
75 H 2.18 -9.05 -1.47
76 H 1.06 -8.56 -2.76
77 H 0.58 -9.81 -1.61
78 H -0.98 -4.26 -1.82
79 H -2.11 -5.08 -0.72
80 H -2.40 -5.09 -2.46
81 C -1.87 9.44 4.68
82 O -2.32 8.28 3.95
83 P -2.20 8.19 2.34
84 O -3.43 7.61 1.82
85 O -0.98 7.15 2.27
86 C 0.11 7.20 3.20
87 O -1.57 9.22 1.31
88 C -2.47 10.02 0.51
89 H -2.69 9.77 5.32
90 H -1.02 9.16 5.30
91 H -1.58 10.26 4.02
92 H -0.09 6.55 4.04
93 H 0.29 8.22 3.55
94 H 1.00 6.85 2.69
95 H -3.32 10.36 1.08
96 H -2.81 9.42 -0.33
97 H -1.90 10.87 0.15
98 C -0.31 -3.63 -9.98
99 O -0.18 -4.45 -8.79
100 P 0.68 -3.98 -7.49
101 O 1.41 -5.19 -7.09
102 O -0.63 -3.69 -6.58
103 C -1.75 -2.98 -7.09
104 O 1.52 -2.84 -6.69
105 C 2.93 -3.10 -6.56
106 H -0.04 -4.23 -10.84
107 H -1.35 -3.32 -10.08
108 H 0.32 -2.74 -9.95
109 H -2.48 -3.68 -7.50
110 H -1.47 -2.25 -7.86
111 H -2.21 -2.44 -6.26
112 H 3.37 -3.47 -7.48
113 H 3.07 -3.86 -5.79
114 H 3.42 -2.17 -6.27
115 C -5.50 -6.25 -1.26
116 O -5.42 -5.19 -2.24
117 P -6.73 -4.50 -2.87
118 O -6.52 -4.34 -4.31
119 O -6.62 -3.09 -2.10
120 C -6.19 -3.00 -0.74
121 O -8.26 -4.73 -2.53
122 C -9.06 -5.48 -3.47
123 H -4.89 -7.08 -1.60
124 H -5.10 -5.88 -0.32
125 H -6.52 -6.60 -1.10
126 H -5.11 -2.84 -0.70
127 H -6.45 -3.90 -0.17
128 H -6.69 -2.15 -0.29
129 H -8.52 -6.33 -3.88
130 H -9.37 -4.83 -4.28
131 H -9.94 -5.84 -2.93


# 2
Entry from the OMol25 dataset: a 10-piece molecular cluster, C26H63INO13P overall in a non-equilibrium geometry (ωB97M-V/def2-TZVPD).

Results
- LUMO (eV) = -0.8
- SMILES = CC[C@H](I)C1=C([PH2]=O)C(=O)C(OC[C@@H](C)C(C)C)=C(CCN)C1=O.CO.CO.CO.CO.CO.CO.CO.CO.CO
- total charge = 0
- HOMO-LUMO gap (eV) = 8.1
- HOMO energy (eV) = -8.967

Cartesian coordinates (Å):
1 C 3.60 -2.30 -3.20
2 C 3.28 -0.82 -2.92
3 C 1.76 -0.60 -2.75
4 I 0.86 -0.19 -4.67
5 C 1.38 0.38 -1.67
6 C 1.42 0.05 -0.38
7 P 1.83 -1.59 0.25
8 O 0.70 -2.54 0.04
9 C 1.02 1.08 0.62
10 O 1.52 1.14 1.72
11 C -0.07 2.00 0.16
12 O -0.94 2.45 1.08
13 C -1.57 1.40 1.83
14 C -3.10 1.57 1.92
15 C -3.58 2.94 1.44
16 C -3.84 0.41 1.23
17 C -3.58 -0.91 1.97
18 C -3.49 0.31 -0.27
19 C -0.10 2.37 -1.12
20 C -1.15 3.32 -1.63
21 C -1.27 3.45 -3.15
22 N -2.13 2.37 -3.67
23 C 0.97 1.80 -1.97
24 O 1.57 2.44 -2.81
25 H 2.80 -2.70 -3.82
26 H 4.51 -2.41 -3.76
27 H 3.61 -2.89 -2.29
28 H 3.61 -0.25 -3.78
29 H 3.79 -0.46 -2.03
30 H 1.29 -1.54 -2.48
31 H 3.01 -2.05 -0.36
32 H 2.09 -1.40 1.61
33 H -1.14 1.37 2.83
34 H -1.35 0.43 1.38
35 H -3.35 1.50 2.97
36 H -3.62 3.01 0.35
37 H -2.93 3.72 1.82
38 H -4.57 3.12 1.85
39 H -4.90 0.65 1.27
40 H -3.41 -1.71 1.25
41 H -4.41 -1.19 2.62
42 H -2.67 -0.86 2.56
43 H -4.00 1.10 -0.82
44 H -2.42 0.43 -0.46
45 H -3.79 -0.64 -0.68
46 H -1.06 4.29 -1.17
47 H -2.11 2.91 -1.28
48 H -0.31 3.42 -3.65
49 H -1.70 4.43 -3.36
50 H -2.01 2.32 -4.68
51 H -3.10 2.65 -3.54
52 C 5.35 -4.57 0.40
53 O 4.04 -4.19 -0.02
54 H 6.06 -3.98 -0.18
55 H 5.50 -4.36 1.46
56 H 5.53 -5.63 0.21
57 H 3.40 -4.71 0.48
58 C 6.78 -4.47 -5.19
59 O 5.65 -3.75 -5.65
60 H 6.91 -4.24 -4.13
61 H 6.64 -5.55 -5.29
62 H 7.69 -4.18 -5.72
63 H 5.53 -3.95 -6.58
64 C 6.03 -0.65 0.18
65 O 7.03 -1.66 0.13
66 H 5.08 -1.13 -0.06
67 H 5.96 -0.20 1.17
68 H 6.22 0.13 -0.56
69 H 7.87 -1.25 0.33
70 C -5.19 2.66 5.33
71 O -3.90 2.95 4.78
72 H -5.90 2.75 4.52
73 H -5.23 1.64 5.72
74 H -5.45 3.36 6.12
75 H -3.26 2.86 5.49
76 C 3.17 -3.55 -8.42
77 O 4.59 -3.57 -8.53
78 H 2.93 -3.37 -7.38
79 H 2.74 -2.75 -9.02
80 H 2.74 -4.51 -8.72
81 H 4.82 -3.72 -9.45
82 C -5.16 -3.26 5.01
83 O -4.82 -1.91 5.28
84 H -5.69 -3.29 4.05
85 H -4.27 -3.89 4.93
86 H -5.81 -3.66 5.78
87 H -4.36 -1.90 6.13
88 C -6.01 -4.33 8.68
89 O -4.72 -4.17 8.10
90 H -6.73 -4.27 7.88
91 H -6.10 -5.31 9.16
92 H -6.22 -3.55 9.41
93 H -4.07 -4.22 8.81
94 C 2.38 5.30 -3.74
95 O 2.05 6.58 -4.29
96 H 1.61 5.05 -3.03
97 H 2.41 4.53 -4.51
98 H 3.34 5.33 -3.22
99 H 2.73 6.82 -4.93
100 C -2.45 5.95 4.09
101 O -3.74 6.44 3.74
102 H -1.75 6.33 3.35
103 H -2.15 6.30 5.08
104 H -2.44 4.86 4.06
105 H -4.37 6.09 4.37


# 3
Entry from the OMol25 dataset: a 5-piece molecular cluster, C26H64BrN4O2 overall in a non-equilibrium geometry (ωB97M-V/def2-TZVPD).

Results
- 2S+1 = 2
- LUMO (alpha / beta) (eV) = -3.6 / -3.7
- total charge = +2
- HOMO-LUMO gap (alpha / beta) (eV) = 3.0 / 8.3
- <S²> = 0.751
- HOMO energy (alpha / beta) (eV) = -6.572 / -12.016

Cartesian coordinates (Å):
1 C -17.96 -4.97 -5.81
2 C -19.10 -5.45 -4.93
3 C -19.27 -4.44 -3.72
4 N -20.12 -4.99 -2.57
5 C -21.58 -5.31 -3.13
6 C -19.58 -6.37 -1.95
7 C -19.48 -6.08 -0.46
8 C -20.26 -4.77 -0.17
9 C -20.25 -3.94 -1.43
10 H -17.91 -5.49 -6.76
11 H -16.96 -4.97 -5.39
12 H -18.15 -3.91 -6.03
13 H -18.82 -6.46 -4.63
14 H -20.07 -5.43 -5.43
15 H -19.74 -3.53 -4.08
16 H -18.39 -3.99 -3.26
17 H -22.37 -5.41 -2.39
18 H -21.53 -6.24 -3.70
19 H -21.89 -4.50 -3.79
20 H -20.25 -7.20 -2.13
21 H -18.59 -6.52 -2.38
22 H -19.82 -6.92 0.14
23 H -18.47 -5.72 -0.25
24 H -21.27 -5.06 0.12
25 H -19.84 -4.21 0.67
26 H -20.92 -3.10 -1.61
27 H -19.30 -3.40 -1.43
28 C -22.49 1.91 -4.08
29 C -21.18 1.79 -4.98
30 C -21.45 1.89 -6.47
31 N -20.22 1.42 -7.38
32 C -20.25 -0.13 -7.31
33 C -18.80 1.88 -7.05
34 C -17.91 1.77 -8.35
35 C -18.99 1.77 -9.45
36 C -20.42 1.83 -8.93
37 H -23.19 1.16 -4.44
38 H -22.93 2.90 -4.09
39 H -22.25 1.73 -3.03
40 H -20.69 0.85 -4.72
41 H -20.54 2.61 -4.68
42 H -21.71 2.84 -6.93
43 H -22.21 1.13 -6.70
44 H -21.25 -0.40 -7.64
45 H -20.17 -0.38 -6.25
46 H -19.43 -0.55 -7.89
47 H -18.52 1.45 -6.08
48 H -19.00 2.95 -7.03
49 H -17.43 0.79 -8.41
50 H -17.17 2.57 -8.35
51 H -18.89 0.81 -9.96
52 H -19.10 2.67 -10.05
53 H -21.12 1.19 -9.45
54 H -20.71 2.87 -8.75
55 C -13.76 1.63 -9.89
56 N -14.26 1.54 -11.36
57 C -15.41 2.58 -11.35
58 C -13.14 2.19 -12.26
59 C -14.52 0.13 -11.91
60 C -15.27 -0.90 -11.08
61 O -16.45 -0.37 -10.48
62 H -13.30 2.56 -9.57
63 H -13.08 0.79 -9.75
64 H -14.60 1.40 -9.24
65 H -16.24 2.23 -10.74
66 H -15.67 2.94 -12.34
67 H -15.04 3.48 -10.85
68 H -13.16 3.28 -12.24
69 H -13.35 1.94 -13.31
70 H -12.19 1.72 -12.00
71 H -13.52 -0.29 -11.96
72 H -14.90 0.14 -12.93
73 H -14.69 -1.33 -10.26
74 H -15.56 -1.80 -11.63
75 H -16.51 -0.82 -9.64
76 C -18.15 1.08 -0.31
77 N -18.42 0.64 -1.74
78 C -19.97 0.37 -1.86
79 C -17.92 1.83 -2.60
80 C -17.63 -0.68 -1.99
81 C -17.47 -1.19 -3.39
82 O -16.54 -0.41 -4.02
83 H -18.24 0.28 0.43
84 H -18.77 1.96 -0.11
85 H -17.11 1.36 -0.19
86 H -20.14 0.00 -2.87
87 H -20.58 1.27 -1.75
88 H -20.33 -0.43 -1.22
89 H -18.31 1.45 -3.55
90 H -16.84 1.88 -2.46
91 H -18.31 2.82 -2.37
92 H -17.96 -1.41 -1.25
93 H -16.64 -0.39 -1.62
94 H -18.33 -1.27 -4.06
95 H -17.01 -2.17 -3.33
96 H -16.63 -0.72 -4.93
97 Br -16.56 -1.79 -7.35


Question: The highest total charge belongs to which entry?
Answer: C26H64BrN4O2